1.
This record from the OMol25 dataset describes 9 unconnected molecules or ions with the total composition C38H54O26 in a non-equilibrium geometry. The level of theory is ωB97M-V/def2-TZVPD.

## Properties
HOMO-LUMO gap (eV): 8.06
Calculated total energy (eV): -93514.906
SMILES string: C[C@H]1COC(=O)O1.C[C@H]1COC(=O)O1.C[C@H]1COC(=O)O1.C[C@H]1COC(=O)O1.C[C@H]1COC(=O)O1.C[C@H]1COC(=O)O1.C[C@H]1COC(=O)O1.C[C@H]1COC(=O)O1.Oc1ccc(O)cc1
Largest force on an atom (eV Å⁻¹): 5.8

```
! wB97M-V def2-TZVPD RIJCOSX def2/J DEFGRID3
* xyz 0 1
C 2.813 -0.917 -2.598
C 3.328 0.279 -3.411
C 2.266 1.204 -4.063
O 2.521 2.479 -3.480
C 3.636 2.422 -2.670
O 4.105 3.397 -2.089
O 4.078 1.174 -2.563
H 3.643 -1.624 -2.613
H 1.941 -1.330 -3.105
H 2.666 -0.748 -1.532
H 3.883 -0.195 -4.221
H 1.246 0.939 -3.785
H 2.428 1.239 -5.140
C -4.776 -1.539 0.465
C -5.132 -2.318 1.696
C -5.552 -3.756 1.516
O -4.598 -4.555 2.245
C -3.721 -3.768 2.860
O -2.819 -4.115 3.630
O -3.897 -2.424 2.340
H -4.251 -0.593 0.595
H -5.583 -1.239 -0.203
H -4.101 -2.145 -0.139
H -5.862 -1.814 2.329
H -5.512 -3.973 0.449
H -6.567 -3.831 1.907
C 2.998 -4.914 -1.310
C 2.920 -4.230 0.196
C 4.088 -4.705 1.012
O 4.448 -3.574 1.706
C 3.911 -2.462 1.197
O 4.128 -1.326 1.593
O 3.100 -2.807 0.226
H 2.140 -4.537 -1.867
H 2.957 -6.002 -1.352
H 3.879 -4.749 -1.931
H 1.982 -4.535 0.661
H 4.835 -5.167 0.366
H 3.569 -5.451 1.614
C -0.806 -8.680 0.550
C -1.538 -7.578 -0.230
C -2.978 -7.352 0.150
O -3.062 -6.019 -0.230
C -1.907 -5.324 -0.113
O -1.719 -4.138 -0.137
O -0.982 -6.314 0.102
H 0.237 -8.757 0.240
H -1.325 -9.563 0.177
H -1.087 -8.549 1.594
H -1.478 -7.666 -1.314
H -3.184 -7.411 1.219
H -3.586 -8.099 -0.360
C 2.586 2.490 3.941
C 3.010 3.577 4.924
C 1.993 3.652 6.083
O 2.782 3.673 7.290
C 4.026 3.485 6.959
O 4.910 3.252 7.747
O 4.156 3.393 5.639
H 3.464 2.240 3.347
H 1.773 2.919 3.355
H 2.132 1.583 4.340
H 3.204 4.548 4.468
H 1.393 2.752 5.951
H 1.357 4.532 5.984
C -1.773 2.681 2.378
C -0.967 3.908 2.654
C -1.817 5.106 2.602
O -1.685 5.727 3.853
C -1.031 4.961 4.640
O -0.819 5.210 5.800
O -0.534 3.874 3.986
H -2.760 2.592 2.831
H -1.244 1.835 2.817
H -1.895 2.691 1.295
H -0.076 3.918 2.026
H -2.843 4.747 2.524
H -1.462 5.722 1.775
C 1.127 3.646 -0.333
C 2.011 4.891 -0.138
C 1.512 6.166 -0.856
O 1.772 7.147 0.134
C 1.997 6.601 1.290
O 2.154 7.300 2.320
O 2.073 5.274 1.218
H 1.225 3.173 -1.310
H 0.072 3.849 -0.153
H 1.361 2.782 0.289
H 3.044 4.736 -0.450
H 0.527 6.107 -1.318
H 2.269 6.284 -1.631
C 0.742 -0.562 1.893
C 0.058 -0.879 0.544
C -1.415 -0.560 0.554
O -1.730 0.033 -0.692
C -0.619 0.396 -1.234
O -0.568 1.097 -2.217
O 0.452 0.080 -0.390
H 0.305 0.237 2.492
H 1.796 -0.364 1.699
H 0.698 -1.418 2.566
H 0.165 -1.917 0.230
H -1.640 0.001 1.462
H -2.026 -1.456 0.446
O -3.523 2.478 -9.236
C -2.911 1.832 -8.166
C -3.235 0.515 -7.844
C -2.632 -0.059 -6.738
C -1.818 0.740 -5.930
O -1.433 0.259 -4.719
C -1.472 2.044 -6.304
C -2.108 2.583 -7.388
H -3.244 3.394 -9.164
H -3.912 -0.036 -8.479
H -2.891 -1.024 -6.330
H -0.943 0.924 -4.228
H -0.909 2.679 -5.635
H -1.936 3.618 -7.642
*
```

Results of the Löwdin charge analysis, in e, for atoms 1 through 5: atom 1 (C): -0.01, atom 2 (C): -0.27, atom 3 (C): -0.08, atom 4 (O): 0.04, atom 5 (C): -0.51

***

2.
This record from the OMol25 dataset describes 2 unconnected molecules or ions with the total composition C11H14N2 in a non-equilibrium geometry. The level of theory is ωB97M-V/def2-TZVPD.

## Properties
HOMO-LUMO gap (eV): 9.42
Calculated total energy (eV): -14613.749
SMILES string: Cc1c[nH]cn1.Cc1ccccc1
ΔE to the lowest compared entry with this formula, charge and spin (kJ/mol): 64.8
Largest force on an atom (eV Å⁻¹): 2.5

```
! wB97M-V def2-TZVPD RIJCOSX def2/J DEFGRID3
* xyz 0 1
C -2.136 2.526 0.036
C -1.830 1.907 1.358
C -1.986 0.590 1.696
N -1.427 0.512 2.987
C -0.991 1.723 3.306
N -1.187 2.606 2.343
H -3.122 2.263 -0.357
H -1.447 2.219 -0.767
H -2.094 3.603 0.030
H -2.279 -0.347 1.265
H -1.294 -0.374 3.462
H -0.442 1.987 4.195
C -0.838 -1.392 -0.866
C 0.633 -1.284 -1.125
C 1.453 -2.407 -0.935
C 2.823 -2.331 -1.094
C 3.406 -1.200 -1.635
C 2.608 -0.068 -1.945
C 1.280 -0.143 -1.605
H -1.252 -0.429 -0.601
H -1.041 -2.276 -0.268
H -1.297 -1.718 -1.824
H 0.958 -3.367 -0.805
H 3.470 -3.173 -0.871
H 4.443 -0.969 -1.825
H 2.983 0.836 -2.400
H 0.607 0.704 -1.756
*
```

Results of the Löwdin charge analysis, in e, for atoms 1 through 5: atom 1 (C): -0.05, atom 2 (C): -0.37, atom 3 (C): -0.06, atom 4 (N): 0.04, atom 5 (C): -0.22

***

3.
This record from the OMol25 dataset describes a single C27H31F3O4 molecule in a non-equilibrium geometry. The level of theory is ωB97M-V/def2-TZVPD.

## Properties
HOMO-LUMO gap (eV): 9.92
Calculated total energy (eV): -44844.279
SMILES string: CCOC(=O)C(C(=O)OCC)(C1CCCCC1)[C@H](c1ccccc1)c1ccc(C(F)(F)F)cc1
Largest force on an atom (eV Å⁻¹): 3.4

```
! wB97M-V def2-TZVPD RIJCOSX def2/J DEFGRID3
* xyz 0 1
C -1.615 0.234 4.775
C -0.267 0.218 4.118
O -0.523 0.042 2.662
C 0.607 -0.077 1.974
O 1.668 0.001 2.556
C 0.492 -0.290 0.418
C -0.631 -1.227 -0.064
O -0.587 -1.616 -1.227
O -1.655 -1.430 0.737
C -2.799 -2.141 0.124
C -3.911 -2.042 1.107
C 1.869 -0.967 -0.032
C 3.047 -0.002 0.191
C 4.318 -0.479 -0.487
C 4.827 -1.773 0.113
C 3.689 -2.813 0.108
C 2.309 -2.317 0.618
C -0.043 1.034 -0.204
C -1.397 1.419 0.443
C -1.396 2.175 1.605
C -2.597 2.589 2.185
C -3.828 2.183 1.629
C -3.814 1.379 0.501
C -2.614 0.994 -0.108
C -0.012 1.281 -1.749
C 1.239 1.315 -2.339
C 1.404 1.274 -3.719
C 0.291 1.336 -4.542
C 0.435 1.158 -6.064
F -0.516 0.348 -6.598
F 1.628 0.593 -6.386
F 0.385 2.360 -6.705
C -0.957 1.579 -4.000
C -1.101 1.620 -2.589
H -1.520 0.448 5.853
H -2.281 0.981 4.331
H -2.095 -0.740 4.696
H 0.272 1.161 4.240
H 0.337 -0.620 4.468
H -3.012 -1.622 -0.806
H -2.482 -3.156 -0.074
H -4.782 -2.576 0.737
H -3.641 -2.466 2.068
H -4.205 -1.006 1.268
H 1.695 -1.120 -1.110
H 2.808 1.047 -0.102
H 3.220 -0.003 1.270
H 4.114 -0.674 -1.548
H 5.081 0.305 -0.447
H 5.666 -2.180 -0.470
H 5.234 -1.632 1.127
H 3.548 -3.127 -0.935
H 3.977 -3.715 0.666
H 2.377 -2.122 1.697
H 1.541 -3.092 0.489
H 0.781 1.557 0.240
H -0.436 2.626 1.964
H -2.577 3.252 3.062
H -4.782 2.506 2.110
H -4.767 1.059 0.043
H -2.651 0.509 -1.082
H 2.129 1.511 -1.770
H 2.395 1.150 -4.162
H -1.849 1.731 -4.656
H -2.040 2.053 -2.223
*
```

Results of the Löwdin charge analysis, in e, for atoms 1 through 5: atom 1 (C): -0.06, atom 2 (C): -0.17, atom 3 (O): -0.02, atom 4 (C): -0.40, atom 5 (O): 0.09

***

4.
This record from the OMol25 dataset describes a single C4H6N2OS molecule in a non-equilibrium geometry. The level of theory is ωB97M-V/def2-TZVPD.

## Properties
HOMO-LUMO gap (eV): 8.90
Calculated total energy (eV): -20103.258
SMILES string: O\N=C/C=C\C=N/S
ΔE to the lowest compared entry with this formula, charge and spin (kJ/mol): 587.0
Largest force on an atom (eV Å⁻¹): 5.7

```
! wB97M-V def2-TZVPD RIJCOSX def2/J DEFGRID3
* xyz 0 1
O -0.245 -2.030 1.128
N 1.093 -1.541 1.312
C 1.519 -0.901 0.246
C 1.056 -0.801 -1.093
C -0.102 -0.326 -1.709
C -1.197 0.041 -0.784
N -1.393 0.917 0.114
S -0.266 2.185 0.214
H -0.455 -2.114 2.043
H 2.760 -0.886 0.301
H 1.696 -1.431 -1.868
H -0.152 -0.286 -2.881
H -1.998 -0.680 -0.777
H -1.191 2.975 0.791
*
```

Results of the Löwdin charge analysis, in e, for atoms 1 through 5: atom 1 (O): -0.06, atom 2 (N): 0.02, atom 3 (C): -0.22, atom 4 (C): -0.14, atom 5 (C): -0.08